1.
Formula: Cl3OPS
Source: the OMol25 dataset
Level of theory: wB97M-V/def2-TZVPD

Output
* frontier orbital gap: 0.29257 Ha
* F_max: 0.0660 Eh/bohr
* total energy: -59738.62700 eV
* structure (SMILES): O=S(Cl)#P(Cl)Cl

Geometry as ORCA input:
```
! wB97M-V def2-TZVPD RIJCOSX def2/J DEFGRID3
* xyz 0 1
O -0.69 -1.37 0.02
S 0.53 -0.93 0.58
Cl 1.85 -1.90 -0.60
P 0.20 1.52 0.21
Cl -0.47 1.62 -1.63
Cl -1.42 1.05 1.41
*
```

2.
Formula: C4H10NO
Source: the OMol25 dataset
Level of theory: wB97M-V/def2-TZVPD

Output
* frontier orbital gap (alpha / beta): 0.09936 / 0.24272 Ha
* F_max: 0.0975 Eh/bohr
* total energy: -7841.17386 eV

Geometry as ORCA input:
```
! wB97M-V def2-TZVPD RIJCOSX def2/J DEFGRID3
* xyz -2 2
C 1.64 -1.38 -0.22
N 0.63 -0.85 0.54
C 0.47 0.64 0.71
C -0.99 1.32 0.36
C -1.57 0.33 -0.71
O -2.23 -0.85 -0.40
H 2.64 -1.10 0.13
H 1.60 -0.88 -1.20
H 1.47 -2.46 -0.37
H -0.31 -1.19 0.69
H 1.28 1.17 0.16
H 0.83 0.74 1.81
H -1.67 1.21 1.24
H -0.85 2.35 0.03
H -2.22 0.95 -1.44
H -0.70 0.01 -1.33
*
```

3.
Formula: C2H6NO
Source: the OMol25 dataset
Level of theory: wB97M-V/def2-TZVPD

Output
* frontier orbital gap: 0.24914 Ha
* F_max: 0.0220 Eh/bohr
* total energy: -5707.90707 eV
* structure (SMILES): CNC[O-]

Geometry as ORCA input:
```
! wB97M-V def2-TZVPD RIJCOSX def2/J DEFGRID3
* xyz -1 1
C -1.04 0.23 -0.66
N 0.37 0.35 -0.38
C 0.93 -0.24 0.88
O 0.43 -1.39 1.28
H -1.48 -0.65 -1.16
H -1.39 1.09 -1.24
H -1.62 0.21 0.26
H 0.92 0.11 -1.20
H 0.83 0.60 1.60
H 2.06 -0.31 0.62
*
```

4.
Formula: C15H48N4O9
Source: the OMol25 dataset
Level of theory: wB97M-V/def2-TZVPD

Output
* frontier orbital gap: 0.33705 Ha
* F_max: 0.1499 Eh/bohr
* total energy: -40717.76984 eV
* structure (SMILES): NC(N)=O.NC(N)=O.CCO.CCO.CCO.CCO.CCO.CCO.CO

Geometry as ORCA input:
```
! wB97M-V def2-TZVPD RIJCOSX def2/J DEFGRID3
* xyz 0 1
N -3.34 -1.49 2.89
C -2.54 -2.16 2.08
N -2.54 -1.85 0.82
O -1.70 -3.17 2.51
H -3.47 -1.91 3.77
H -3.88 -0.72 2.45
H -1.85 -2.18 0.13
H -2.90 -1.00 0.41
N -0.35 -2.30 -0.60
C -0.53 -2.27 -1.91
N -0.90 -3.40 -2.41
O -0.50 -1.16 -2.66
H -0.05 -1.43 -0.15
H -0.14 -3.10 0.02
H -1.18 -3.49 -3.49
H -0.35 -4.20 -2.00
C 2.92 2.99 -0.04
C 1.62 3.55 0.52
O 0.68 3.69 -0.53
H 3.36 3.52 -0.85
H 2.83 1.92 -0.23
H 3.66 3.10 0.64
H 1.83 4.56 0.85
H 1.30 2.82 1.29
H 0.30 4.56 -0.48
C -3.36 2.44 2.53
C -3.00 3.63 1.68
O -1.72 3.55 1.32
H -2.62 2.24 3.26
H -3.34 1.59 1.84
H -4.28 2.65 3.01
H -3.09 4.62 2.20
H -3.74 3.72 0.87
H -1.44 4.46 1.04
C 1.59 -3.66 2.30
C 1.37 -4.88 1.40
O 0.07 -4.89 0.89
H 2.64 -3.36 2.23
H 1.34 -3.96 3.34
H 0.95 -2.87 2.04
H 1.58 -5.79 1.89
H 2.04 -4.88 0.60
H -0.50 -5.40 1.51
C -3.43 2.05 -1.30
C -2.67 1.15 -2.22
O -3.09 -0.11 -1.86
H -3.08 3.02 -1.15
H -3.68 1.72 -0.35
H -4.41 2.09 -1.78
H -1.60 1.22 -2.01
H -2.95 1.44 -3.21
H -2.67 -0.77 -2.40
C 3.96 -0.76 0.63
C 3.18 -1.55 -0.40
O 4.03 -2.02 -1.47
H 4.74 -1.52 1.06
H 3.29 -0.36 1.39
H 4.41 0.14 0.20
H 2.38 -0.86 -0.74
H 2.68 -2.38 0.10
H 3.41 -2.67 -1.79
C 2.94 0.98 -3.19
C 1.52 1.53 -3.25
O 1.48 2.93 -3.02
H 3.62 1.54 -3.83
H 3.00 -0.05 -3.27
H 3.27 1.21 -2.14
H 1.07 1.01 -2.38
H 1.08 1.30 -4.18
H 1.11 3.18 -2.19
C -0.03 0.31 1.61
O 0.10 0.24 0.20
H 0.33 1.21 2.13
H 0.57 -0.40 2.07
H -1.04 0.15 1.90
H -0.27 1.02 -0.19
*
```

5.
Formula: C5H11NO
Source: the OMol25 dataset
Level of theory: wB97M-V/def2-TZVPD

Output
* frontier orbital gap: 0.29848 Ha
* F_max: 0.0766 Eh/bohr
* total energy: -8897.78410 eV
* structure (SMILES): C=C/C=C/NC.O

Geometry as ORCA input:
```
! wB97M-V def2-TZVPD RIJCOSX def2/J DEFGRID3
* xyz 0 1
C -2.34 -0.34 -1.89
C -1.76 0.12 -0.75
C -0.71 -0.49 0.10
C -0.11 0.27 1.17
N 1.18 0.08 1.54
C 1.91 -0.99 1.04
H -3.03 0.30 -2.47
H -2.54 -1.38 -2.05
H -1.86 1.17 -0.56
H -0.11 -1.43 0.17
H -0.91 0.77 1.89
H 1.62 0.56 2.31
H 1.65 -2.02 1.46
H 3.00 -0.83 1.31
H 1.82 -1.11 0.00
O 0.91 2.08 -1.39
H 0.99 1.95 -0.41
H 0.30 1.31 -1.47
*
```

6.
Formula: C10H18Cl2IrO
Source: the OMol25 dataset
Level of theory: wB97M-V/def2-TZVPD

Output
* frontier orbital gap (alpha / beta): 0.21844 / 0.22508 Ha
* F_max: 0.1111 Eh/bohr
* total energy: -40585.04643 eV

Geometry as ORCA input:
```
! wB97M-V def2-TZVPD RIJCOSX def2/J DEFGRID3
* xyz 0 6
Ir 0.44 -0.39 0.31
Cl -0.06 -2.56 -0.22
Cl 0.96 1.67 1.32
C 2.16 -0.34 -0.53
H 2.87 0.44 -0.22
H 2.57 -1.28 -0.94
C -0.98 0.73 -0.42
C 0.91 0.24 -1.44
H -1.54 1.21 0.40
C 0.79 -0.58 -2.71
H 1.04 1.32 -1.63
C -0.42 -0.19 -3.56
H 1.73 -0.46 -3.27
H 0.72 -1.64 -2.42
C -1.67 -0.18 -2.71
H -0.25 0.80 -4.01
H -0.53 -0.91 -4.39
C -1.62 1.00 -1.70
H -2.56 -0.06 -3.34
H -1.77 -1.12 -2.16
H -1.11 1.89 -2.12
H -2.66 1.30 -1.48
C 1.25 -0.65 3.84
C -0.07 -0.37 3.22
C -0.96 0.61 3.90
O -0.43 -0.94 2.14
H 1.18 -0.57 4.93
H 1.98 0.09 3.48
H 1.59 -1.65 3.56
H -0.75 1.62 3.52
H -2.01 0.37 3.68
H -0.79 0.59 4.98
*
```

Copy entry 6 word for word.
Formula: C10H18Cl2IrO
Source: the OMol25 dataset
Level of theory: wB97M-V/def2-TZVPD

Output
* frontier orbital gap (alpha / beta): 0.21844 / 0.22508 Ha
* F_max: 0.1111 Eh/bohr
* total energy: -40585.04643 eV

Geometry as ORCA input:
```
! wB97M-V def2-TZVPD RIJCOSX def2/J DEFGRID3
* xyz 0 6
Ir 0.44 -0.39 0.31
Cl -0.06 -2.56 -0.22
Cl 0.96 1.67 1.32
C 2.16 -0.34 -0.53
H 2.87 0.44 -0.22
H 2.57 -1.28 -0.94
C -0.98 0.73 -0.42
C 0.91 0.24 -1.44
H -1.54 1.21 0.40
C 0.79 -0.58 -2.71
H 1.04 1.32 -1.63
C -0.42 -0.19 -3.56
H 1.73 -0.46 -3.27
H 0.72 -1.64 -2.42
C -1.67 -0.18 -2.71
H -0.25 0.80 -4.01
H -0.53 -0.91 -4.39
C -1.62 1.00 -1.70
H -2.56 -0.06 -3.34
H -1.77 -1.12 -2.16
H -1.11 1.89 -2.12
H -2.66 1.30 -1.48
C 1.25 -0.65 3.84
C -0.07 -0.37 3.22
C -0.96 0.61 3.90
O -0.43 -0.94 2.14
H 1.18 -0.57 4.93
H 1.98 0.09 3.48
H 1.59 -1.65 3.56
H -0.75 1.62 3.52
H -2.01 0.37 3.68
H -0.79 0.59 4.98
*
```